1.
89
Properties=species:S:1:pos:R:3:forces:R:3:lowdin_charge:R:1 method="wB97M-V/def2-TZVPD" e_tot_ev=-336033.623 homo_energy_ev=-10.92 charge=+1 lumo_ev=-3.813
C 6.57199 -2.54454 -1.04080 -0.672 0.777 1.625 -0.086
C 5.38200 -1.45390 -0.92137 -2.155 1.393 -0.207 -0.198
C 5.58845 -0.01004 -0.40425 -3.689 -1.162 -1.006 -0.023
C 4.35524 0.92955 -0.32144 -0.682 -2.631 -0.923 -0.061
C 2.94083 0.48597 -0.75289 2.863 -2.578 -0.372 -0.028
C 2.73364 -0.97386 -1.29112 2.910 1.757 1.118 -0.159
C 1.26589 -1.39105 -1.74898 0.589 0.960 0.378 -0.122
C 1.12863 -1.82234 -3.28313 -0.483 -1.037 -0.190 -0.230
C 2.15567 -2.87759 -3.92279 -0.087 1.419 -3.343 -0.171
N 1.56969 -4.26008 -3.77568 -1.300 -0.227 2.943 0.061
C 0.36515 -3.97992 -2.97724 -0.855 1.982 -2.134 -0.149
N -0.22196 -4.65637 -2.00731 2.126 0.627 -1.935 0.121
O -1.32758 -4.18970 -1.37330 0.375 -0.342 0.382 -0.053
C -1.17849 -4.31538 0.07917 -0.374 0.286 2.979 -0.110
C -1.41151 -2.89964 0.83059 -0.542 -0.108 -0.660 -0.226
N -2.61543 -2.22743 0.21184 1.275 0.793 0.497 -0.073
C -2.12393 -1.01813 -0.55492 -0.817 -0.355 -1.478 -0.191
C -3.35262 -0.24242 -1.29054 1.720 -1.232 0.168 -0.345
C -2.74606 0.66501 -2.48017 -0.417 0.555 0.770 -0.076
O -4.04907 0.53674 -0.28391 0.556 -0.688 -0.267 -0.077
N -0.14835 -2.64223 -3.40809 0.599 -1.084 2.167 0.063
C 3.96403 -1.90644 -1.33566 -0.104 2.733 0.694 -0.018
H 7.51797 -2.11016 -1.50239 -1.432 -0.647 0.358 0.082
H 6.21934 -3.52068 -1.51661 0.502 1.588 0.368 0.072
H 6.83853 -2.80976 0.05338 -0.278 0.338 -1.720 0.089
H 6.60621 0.37143 -0.06848 -1.568 -0.671 -0.576 0.101
H 4.45103 2.00133 0.08709 0.042 -1.957 -0.751 0.098
H 2.05184 1.21430 -0.68536 1.625 -1.309 -0.128 0.099
H 0.60437 -0.45217 -1.61732 1.028 -1.544 -0.202 0.111
H 0.82920 -2.15896 -1.00471 0.738 0.864 -1.433 0.106
H 0.97964 -0.94621 -3.99394 0.580 -0.962 1.208 0.166
H 2.00506 -2.70074 -5.05717 0.537 0.097 1.653 0.087
H 3.28435 -2.73291 -3.81567 -1.961 -0.653 0.693 0.047
H 1.28242 -4.70973 -4.66029 0.379 0.350 0.667 0.138
H 0.18657 -5.56267 -1.73192 -0.391 0.392 0.052 0.203
H -0.17017 -4.73136 0.41638 -1.097 0.510 -0.933 0.136
H -1.97625 -5.03055 0.50238 1.071 1.032 -1.177 0.145
H -0.52737 -2.18495 0.73616 -0.853 -1.227 0.183 0.087
H -1.59485 -3.08075 1.94400 0.354 -0.094 -1.721 0.070
H -3.23576 -1.93180 0.97883 0.415 -0.197 -0.479 0.064
H -1.51165 -0.31020 0.11334 -0.750 -0.776 -1.031 0.138
H -1.50064 -1.45635 -1.42288 -0.721 0.812 1.540 0.091
H -4.02777 -1.08726 -1.69716 0.886 1.442 0.503 0.154
H -1.73675 0.28091 -2.86374 -1.524 0.321 0.645 0.049
H -2.56373 1.72472 -2.06118 -0.335 -1.588 -0.690 0.086
H -3.45903 0.72578 -3.36858 0.956 0.000 1.412 0.038
H -3.88533 0.08064 0.57197 -0.330 0.618 -0.858 0.070
H -0.49818 -2.68523 -4.37593 0.323 -0.217 0.527 0.129
H 3.79859 -2.97880 -1.72468 0.486 1.842 0.807 0.094
C -1.25395 -1.09006 4.54328 0.015 -0.134 0.328 -1.520
Cl -0.01216 -1.98117 3.64947 0.143 0.218 0.297 0.563
Cl -2.64633 -0.74716 3.50287 -0.006 0.064 0.015 0.555
Cl -1.75759 -1.99461 5.97617 0.067 0.132 -0.214 0.539
H -0.82765 -0.14198 4.86774 -0.135 -0.242 -0.113 -0.087
C -3.41350 0.84970 -6.60975 -0.101 0.124 -0.332 -1.530
Cl -2.34724 1.81641 -7.63699 -0.114 -0.090 0.177 0.536
Cl -4.61207 -0.00659 -7.58772 0.124 0.098 0.175 0.538
Cl -2.47215 -0.29356 -5.63776 0.038 -0.099 -0.174 0.518
H -3.93938 1.52141 -5.93344 0.129 -0.149 -0.084 0.014
C 0.22199 2.15850 6.96771 0.065 -0.119 0.276 -1.523
Cl 0.41677 1.90899 5.22507 0.101 0.200 -0.044 0.560
Cl -1.34948 1.55070 7.50870 0.076 0.281 -0.284 0.515
Cl 1.53336 1.37428 7.85697 -0.130 0.131 -0.173 0.523
H 0.26331 3.22826 7.16796 0.025 -0.407 -0.157 -0.104
C 4.68692 -4.08688 -6.98930 0.258 -0.018 -0.194 -1.516
Cl 3.10042 -3.51375 -7.52892 -0.001 -0.084 0.018 0.534
Cl 5.92919 -3.68572 -8.17983 -0.225 -0.087 0.204 0.554
Cl 5.09411 -3.39908 -5.40887 0.204 -0.126 -0.165 0.562
H 4.64396 -5.16978 -6.89045 -0.006 0.224 -0.003 0.019
C -4.55671 4.30664 -1.16199 -0.047 -0.054 0.064 -1.543
Cl -5.16447 3.93987 -2.78274 0.048 -0.012 0.111 0.516
Cl -2.99056 5.12551 -1.25598 -0.068 -0.059 0.013 0.516
Cl -5.72185 5.29424 -0.26980 0.111 -0.079 -0.069 0.538
H -4.42133 3.36806 -0.62642 -0.033 0.139 -0.122 -0.002
C 1.29396 6.37912 7.12481 0.109 0.100 -0.167 -1.510
Cl -0.08344 5.45079 7.73687 -0.040 0.337 0.120 0.577
Cl 2.64368 5.30265 6.73708 -0.116 0.049 0.076 0.533
Cl 0.82478 7.32498 5.70622 0.043 -0.089 0.192 0.534
H 1.61657 7.06680 7.90407 -0.088 -0.162 -0.135 0.020
C -0.25079 -0.32819 11.42500 -0.033 0.000 0.044 -1.527
Cl -0.84707 -0.68870 9.79760 0.090 -0.184 0.311 0.481
Cl 1.32037 0.48172 11.34880 -0.109 -0.110 0.062 0.510
Cl -1.41872 0.66369 12.30888 0.104 -0.122 -0.070 0.527
H -0.12555 -1.26762 11.95965 -0.020 0.202 -0.105 0.016
C -4.44806 9.24492 -0.97740 -0.028 0.028 -0.009 -1.552
Cl -6.04195 9.80106 -1.50701 0.133 -0.108 0.051 0.518
Cl -3.21339 9.66720 -2.17270 -0.082 -0.093 0.090 0.513
Cl -4.04371 9.93053 0.60283 -0.027 -0.108 -0.107 0.515
H -4.47719 8.16081 -0.88309 0.007 0.206 -0.022 -0.027

---

2.
38
Properties=species:S:1:pos:R:3:forces:R:3:lowdin_charge:R:1 method="wB97M-V/def2-TZVPD" relative_energy_ev=0.616 e_tot_ev=-22488.041 homo_energy_ev=-11.97 charge=+1 smiles=Cc1ccc(-c2cc(-c3ccc(C)cc3)[n+](C)o2)cc1 lumo_ev=-3.919
C -3.67355 3.93922 -4.44071 0.637 0.643 0.072 -0.035
C -2.97132 2.90569 -3.59233 -0.286 0.713 0.842 -0.245
C -2.95266 1.55452 -3.88369 0.401 -0.099 0.340 -0.019
C -2.27826 0.65873 -3.05880 -0.284 -0.579 -0.097 0.004
C -1.64545 1.10214 -1.88430 0.032 -1.785 -1.050 -0.165
C -0.92691 0.11809 -1.05016 0.110 -0.324 1.013 -0.132
C -0.33726 0.31912 0.16223 1.124 -1.450 0.571 0.088
C 0.29558 -0.92348 0.63561 -1.554 2.751 -2.068 -0.082
C 1.20588 -1.07797 1.76839 -0.203 -2.116 0.589 -0.160
C 2.13892 -0.11977 2.09561 0.691 0.952 0.395 -0.011
C 3.06265 -0.32687 3.12766 -1.492 -1.494 0.074 0.005
C 3.03927 -1.53512 3.86400 0.414 0.166 -0.657 -0.239
C 4.08405 -1.85717 4.88008 0.574 1.246 0.684 -0.043
C 2.07661 -2.51827 3.57344 0.143 0.713 -0.364 -0.016
C 1.20701 -2.28733 2.53331 -0.292 0.701 -0.424 -0.023
N -0.03179 -1.81045 -0.28667 -0.166 0.313 -0.631 -0.007
C 0.52269 -3.14774 -0.44508 -0.428 -0.403 -0.196 0.039
O -0.82088 -1.22079 -1.38565 1.520 -0.148 1.987 0.124
C -1.70590 2.44856 -1.56949 0.357 0.951 1.599 -0.017
C -2.40550 3.32236 -2.37694 0.293 -0.442 -0.689 -0.020
H -3.05166 4.86428 -4.59254 -0.417 -0.988 0.153 0.106
H -3.93170 3.53806 -5.40466 -0.064 -0.122 -0.447 0.071
H -4.59603 4.28312 -3.97510 -0.062 -0.101 0.161 0.090
H -3.49089 1.22406 -4.74411 -0.071 -0.397 -0.504 0.114
H -2.29165 -0.41806 -3.31803 0.093 0.798 0.222 0.131
H -0.29078 1.22778 0.69847 0.014 0.680 0.337 0.113
H 2.20369 0.82207 1.55571 -0.148 -0.162 -0.041 0.126
H 3.71493 0.46599 3.39706 0.706 0.366 0.086 0.111
H 3.68589 -1.63167 5.88630 0.252 -0.239 -0.281 0.102
H 5.00879 -1.24761 4.75516 -0.741 -0.322 0.027 0.098
H 4.38542 -2.89145 4.83681 -0.079 -0.378 0.044 0.079
H 2.02450 -3.45294 4.13910 0.101 0.386 -0.209 0.132
H 0.47716 -3.03715 2.32005 -0.449 -0.357 -0.178 0.108
H 0.71964 -3.32502 -1.48572 0.047 -0.044 -0.488 0.103
H -0.17703 -3.89395 -0.07732 -0.124 -0.008 -0.065 0.107
H 1.45970 -3.26632 0.11463 -0.305 0.547 -0.126 0.112
H -1.22987 2.83439 -0.62888 -0.524 -0.405 -1.058 0.135
H -2.50330 4.36098 -2.14341 0.181 0.438 0.378 0.116

---

3.
14
Properties=species:S:1:pos:R:3:forces:R:3:lowdin_charge:R:1 method="wB97M-V/def2-TZVPD" relative_energy_ev=5.065 e_tot_ev=-21114.784 homo_energy_ev=-9.96 lumo_ev=0.408
C 1.02599 1.63347 0.13351 1.157 -0.962 -1.110 -0.207
C 1.28416 0.19769 -0.08202 -1.725 -2.975 1.370 -0.119
C -0.44962 -1.66407 -0.18196 -0.173 -0.958 -2.356 -0.140
N -0.11120 2.04929 0.36651 -2.982 0.364 0.968 -0.010
N -0.00510 -0.45199 0.37424 -0.732 2.895 -0.116 -0.338
O -1.94410 0.86614 -1.17942 2.776 -0.783 7.032 -0.425
O -1.90357 0.62238 1.64106 -0.697 0.260 -0.249 -0.282
S -1.20628 0.73095 0.40662 -0.997 0.740 -6.651 0.823
H 1.75823 2.34382 -0.08726 1.458 1.055 0.036 0.108
H 1.47429 -0.10918 -1.14941 0.479 0.452 1.180 0.153
H 1.79436 -0.29905 0.79402 1.414 0.953 -1.699 0.156
H -0.91495 -1.55108 -1.21035 0.649 0.020 0.859 0.105
H 0.42207 -2.31384 -0.26409 -0.307 -0.368 0.163 0.095
H -1.22428 -2.05453 0.43855 -0.322 -0.692 0.572 0.082

---

no.,HOMO-LUMO gap (eV)
1,7.11
2,8.05
3,10.37